ORCA calculation (wB97M-V/def2-TZVPD) on 3 unconnected molecules or ions with the total composition C5H12O2.

Geometry as ORCA input:
```
! wB97M-V def2-TZVPD RIJCOSX def2/J DEFGRID3
* xyz 0 1
C 0.940 1.159 -0.780
C 0.645 -0.881 0.328
C -1.167 0.346 -1.423
C -1.365 -0.003 0.631
C 0.940 -1.582 1.603
O 1.231 0.326 0.214
O 1.139 2.462 -0.418
H 1.586 2.939 -1.126
H 1.266 0.882 -1.780
H 0.562 -1.467 -0.582
H -1.433 1.366 -1.696
H -2.068 -0.266 -1.410
H -0.502 -0.107 -2.155
H 1.964 -1.970 1.660
H -1.772 -0.981 0.885
H -0.816 0.446 1.456
H -2.200 0.668 0.426
H 0.259 -2.430 1.715
H 0.792 -0.907 2.451
*
```

**Energy above the lowest of the compared OMol25 structures with the same formula, charge and spin**: 731.04 kJ/mol
**HOMO energy (alpha / beta)**: -6.529 / -6.519 eV
**Calculated total energy**: -347.92638 hartree
**Kohn-Sham gap (alpha / beta)**: 7.3 / 7.2 eV

natural (NBO) population analysis, charges in e, atoms 1 to 6:
1 C 0.39
2 C 0.14
3 C -0.67
4 C -0.61
5 C -0.67
6 O -0.45